C6H5BeNO6 | wB97M-V/def2-TZVPD

Positions of all 19 atoms, in Å:
O: -1.16550 -1.61536 1.32433
C: 0.17495 -0.17227 2.71033
C: -1.56128 3.07496 -2.52071
O: 0.51393 -0.41256 0.38799
O: -2.59077 -1.50141 -1.65169
O: -1.33692 4.17589 -2.36032
N: 1.23511 0.84372 2.46275
C: -0.25037 -0.80962 1.42716
H: 0.86349 1.64565 1.93692
C: 1.46912 -1.44567 -2.01474
O: -1.19257 -0.43096 -4.76272
H: 0.60408 -0.91817 3.37198
H: 1.57286 1.20161 3.36295
C: -0.69859 -0.31401 -3.74103
O: 2.27198 -1.33621 -2.82690
C: -1.46512 -1.48717 -1.36183
H: -0.66670 0.34863 3.16633
H: 2.02649 0.44942 1.92942
Be: 0.19582 -1.29647 -0.84023

Values from the calculation:
HOMO: -18.52 eV
net charge: +2
frontier orbital gap: 8.91 eV
E_LUMO: -9.618 eV

---

C3H4OS | wB97M-V/def2-TZVPD

Positions of all 9 atoms, in Å:
H: -1.43477 -0.42611 1.11521
S: 1.70751 -0.30328 -0.22958
H: -1.29695 -0.71193 -2.13178
H: 0.38245 1.64625 -0.18976
C: -1.35043 -0.56988 -1.07709
C: -0.95675 -0.13591 0.04818
O: 1.92859 -1.16159 0.95443
C: 0.40613 0.73487 0.23931
H: 0.61422 0.92759 1.27108

Values from the calculation:
HOMO (spin up / spin down): -8.59 / -8.67 eV
frontier orbital gap (spin up / spin down): 8.21 / 7.90 eV
E_LUMO (spin up / spin down): -0.384 / -0.769 eV

---

C3H10NS | wB97M-V/def2-TZVPD

Positions of all 15 atoms, in Å:
H: 1.60729 -2.18586 -0.63319
H: -0.19798 -0.62741 -0.16995
C: 2.71835 -0.45028 -1.18853
H: -2.20825 2.32306 0.42887
S: -2.30865 0.20143 -0.59654
H: -1.52129 1.13756 1.58725
H: -2.77023 -0.90196 0.02195
H: 0.83415 0.57766 0.27696
N: 0.74286 -0.45965 0.25990
H: 3.48801 -0.95992 -1.74356
H: -3.27491 1.27715 1.31145
C: -2.29505 1.31711 0.83754
H: 2.74062 0.62879 -1.12555
H: 0.68075 -0.75376 1.29252
C: 1.76433 -1.12391 -0.55912

Values from the calculation:
HOMO (spin up / spin down): -3.40 / -9.63 eV
frontier orbital gap (spin up / spin down): 4.15 / 10.22 eV
multiplicity: 2
E_LUMO (spin up / spin down): 0.747 / 0.591 eV

---

C20H40MgO3SSi | wB97M-V/def2-TZVPD

Positions of all 66 atoms, in Å:
H: -1.86308 -0.59065 3.83271
H: 2.08256 1.15641 6.45839
H: -1.91522 2.39423 1.50713
H: 2.56543 0.55643 4.87474
H: -3.38754 0.31388 3.64024
C: -2.97624 -0.89280 1.27155
C: 1.42176 -2.28934 3.35831
O: -0.72921 0.00367 1.54818
C: 0.92932 -1.09234 -4.71894
H: -1.53800 -0.09265 -0.79871
C: 1.74281 3.18403 4.70253
H: 1.07967 -0.07531 5.68356
H: 3.45630 -1.53887 3.37264
H: 0.52159 -0.63063 -5.63033
C: -0.17743 -1.87759 -3.95974
H: 3.26777 -3.16632 2.70119
C: 2.80957 -2.16760 2.73656
C: 1.69059 0.81488 5.48720
H: -0.76226 -2.43164 -4.71540
C: 0.26625 1.88735 -4.10343
O: 0.83304 -0.95585 3.52980
H: 0.89253 -4.10668 2.35232
H: -1.86507 1.20120 3.79049
H: 0.55517 2.39658 -5.04060
H: -1.50737 -1.59652 -2.20736
C: -2.32124 0.29871 3.36935
H: 0.31243 -2.64093 -3.33665
H: 0.01714 2.68680 -3.38743
H: 0.61008 -3.07740 5.23363
C: 0.45424 -3.10734 2.50808
H: 2.13257 3.49770 5.68360
H: -0.91090 3.08035 5.34289
H: 2.05167 -3.92500 4.62162
S: 1.98662 0.81106 1.04950
C: 1.42143 1.10445 -3.54525
H: 2.70425 -0.56640 -3.56737
Mg: 0.07011 0.40551 -0.35135
H: -1.81869 1.80720 -4.58070
C: -2.58156 1.57829 1.19062
C: -2.18831 0.26313 1.85685
C: -1.46599 0.18933 -3.28572
H: 0.27837 -2.63740 1.53169
H: 1.64248 -1.85157 -5.07445
C: -0.30115 2.28563 5.79198
H: -2.65535 -1.85270 1.70582
C: 0.87169 1.94347 4.87833
H: 2.23833 -2.34338 5.38717
Si: 0.64340 0.33975 2.51321
C: 1.73510 -0.14996 -3.87428
H: -2.80900 -0.92895 0.18247
H: -2.21010 0.62817 -2.60497
C: -1.01743 1.07322 -4.40814
C: -1.08331 -1.07172 -3.07352
H: -3.62352 1.81908 1.46294
H: 0.08366 2.63928 6.76120
H: 2.60041 2.98002 4.04823
H: -2.53254 1.46170 0.09288
C: 1.58131 -2.93520 4.73888
H: -0.50748 -3.20750 3.03707
H: 2.76656 -1.76545 1.71486
O: 0.31282 1.56503 3.56363
H: 1.14574 4.01150 4.29838
H: -0.89660 0.52742 -5.35249
H: -4.05250 -0.73711 1.46541
H: 2.09505 1.67995 -2.89124
H: -0.92523 1.39901 5.96721

Values from the calculation:
HOMO: -7.71 eV
frontier orbital gap: 8.07 eV
E_LUMO: 0.356 eV